C36H99N9O9 | the ωB97M-V functional and the def2-TZVPD basis

Bonds (Å) are listed after each position.
Geometry (Å):
1 C -3.8374 1.4404 -7.9659  O2 1.398, H7 1.097, H8 1.090, H9 1.096
2 O -3.7217 0.0756 -7.6872  C1 1.398, C3 1.413
3 C -2.7208 -0.2670 -6.7506  O2 1.413, C4 1.548, H10 1.100, H11 1.100
4 C -3.1926 -1.5287 -5.9884  C3 1.548, C5 1.497, N6 1.466, H12 1.093
5 C -2.0564 -2.1067 -5.2032  C4 1.497, H13 1.088, H14 1.093, H15 1.100
6 N -3.7185 -2.5603 -6.8880  C4 1.466, H16 1.024, H17 1.019
7 H -3.8067 2.0614 -7.0625  C1 1.097
8 H -4.8008 1.6417 -8.4347  C1 1.090
9 H -3.0608 1.8202 -8.6401  C1 1.096
10 H -1.7432 -0.3651 -7.2452  C3 1.100
11 H -2.5366 0.5753 -6.0678  C3 1.100
12 H -3.9846 -1.2124 -5.3054  C4 1.093
13 H -2.3091 -3.0823 -4.7943  C5 1.088
14 H -1.5809 -1.4648 -4.4569  C5 1.093
15 H -1.2095 -2.3006 -5.8786  C5 1.100
16 H -4.5241 -2.0783 -7.2973  N6 1.024
17 H -3.1334 -2.6731 -7.7142  N6 1.019
18 C -2.2417 0.0445 -1.5094  O19 1.394, H24 1.094, H25 1.104, H26 1.091
19 O -1.5196 0.6488 -0.4818  C18 1.394, C20 1.389
20 C -0.3043 0.1175 -0.0695  O19 1.389, C21 1.510, H27 1.100, H28 1.107
21 C 0.5564 1.0831 0.7095  C20 1.510, C22 1.506, N23 1.450, H29 1.102
22 C 1.9835 0.6073 0.7710  C21 1.506, H30 1.095, H31 1.091, H32 1.093
23 N 0.0125 1.2470 2.0439  C21 1.450, H33 1.018, H34 1.016
24 H -3.2063 0.5245 -1.6998  C18 1.094
25 H -2.6582 -0.8782 -1.0690  C18 1.104
26 H -1.7706 -0.1395 -2.4762  C18 1.091
27 H -0.2932 -0.8582 0.4388  C20 1.100
28 H 0.2733 -0.1102 -0.9862  C20 1.107
29 H 0.5308 2.0343 0.1528  C21 1.102
30 H 2.5569 1.2785 1.4181  C22 1.095
31 H 2.4940 0.6356 -0.1928  C22 1.091
32 H 2.0457 -0.3989 1.1933  C22 1.093
33 H 0.5395 1.8855 2.6362  N23 1.018
34 H -0.9035 1.6869 2.0545  N23 1.016
35 C -2.3068 -1.3663 2.1473  O36 1.419, H41 1.087, H42 1.098, H43 1.091
36 O -3.0169 -1.8205 3.2891  C35 1.419, C37 1.413
37 C -2.9523 -3.2272 3.4016  O36 1.413, C38 1.527, H44 1.098, H45 1.098
38 C -3.6666 -3.6654 4.6782  C37 1.527, C39 1.524, N40 1.468, H46 1.094
39 C -5.1843 -3.5349 4.6296  C38 1.524, H47 1.090, H48 1.096, H49 1.089
40 N -3.0506 -3.0727 5.8712  C38 1.468, H50 1.014, H51 1.015
41 H -2.6959 -0.4286 1.7587  C35 1.087
42 H -2.3692 -2.0859 1.3200  C35 1.098
43 H -1.2500 -1.3017 2.4122  C35 1.091
44 H -3.3596 -3.7487 2.5253  C37 1.098
45 H -1.9113 -3.5773 3.3969  C37 1.098
46 H -3.4701 -4.7384 4.7587  C38 1.094
47 H -5.5672 -2.5930 4.2378  C39 1.090
48 H -5.5687 -3.5585 5.6553  C39 1.096
49 H -5.6458 -4.4019 4.1597  C39 1.089
50 H -3.4732 -2.2039 6.1795  N40 1.014
51 H -2.1084 -2.7804 5.6305  N40 1.015
52 C 2.0514 7.7064 5.0983  O53 1.402, H58 1.088, H59 1.099, H60 1.096
53 O 2.2808 7.1399 3.8365  C52 1.402, C54 1.419
54 C 1.1751 6.3605 3.4078  O53 1.419, C55 1.515, H61 1.096, H62 1.095
55 C 1.5243 5.5786 2.1585  C54 1.515, C56 1.523, N57 1.461, H63 1.098
56 C 0.3357 4.8602 1.5333  C55 1.523, H64 1.094, H65 1.088, H66 1.096
57 N 2.5647 4.5963 2.4548  C55 1.461, H67 1.011, H68 1.017
58 H 2.8501 8.3600 5.4435  C52 1.088
59 H 1.9784 6.9428 5.8851  C52 1.099
60 H 1.1039 8.2562 5.0663  C52 1.096
61 H 0.8843 5.6791 4.2151  C54 1.096
62 H 0.3337 7.0400 3.2370  C54 1.095
63 H 1.8676 6.2617 1.3707  C55 1.098
64 H -0.3821 4.4110 2.2259  C56 1.094
65 H 0.6365 4.1356 0.7794  C56 1.088
66 H -0.3389 5.5573 1.0222  C56 1.096
67 H 2.9478 4.1650 1.6240  N57 1.011
68 H 3.3014 5.1062 2.9370  N57 1.017
69 C 0.2857 -6.6184 -4.4071  O70 1.420, H75 1.090, H76 1.094, H77 1.097
70 O -0.0885 -6.0859 -3.1447  C69 1.420, C71 1.447
71 C -1.4880 -6.3988 -2.9512  O70 1.447, C72 1.506, H78 1.099, H79 1.094
72 C -2.0273 -5.4492 -1.9149  C71 1.506, C73 1.545, N74 1.451, H80 1.105
73 C -3.3707 -5.9194 -1.3148  C72 1.545, H81 1.089, H82 1.090, H83 1.090
74 N -2.1480 -4.0690 -2.3455  C72 1.451, H84 1.020, H85 1.018
75 H 1.2226 -6.2418 -4.8178  C69 1.090
76 H -0.4910 -6.3700 -5.1370  C69 1.094
77 H 0.3510 -7.7117 -4.4667  C69 1.097
78 H -2.0974 -6.2990 -3.8599  C71 1.099
79 H -1.5875 -7.4592 -2.7021  C71 1.094
80 H -1.2543 -5.4768 -1.1251  C72 1.105
81 H -4.0920 -6.0203 -2.1248  C73 1.089
82 H -3.7052 -5.1490 -0.6194  C73 1.090
83 H -3.2653 -6.8339 -0.7318  C73 1.090
84 H -2.1007 -3.4929 -1.5055  N74 1.020
85 H -1.2533 -3.7759 -2.7336  N74 1.018
86 C 6.7115 1.6479 -5.6676  O87 1.441, H92 1.088, H93 1.094, H94 1.087
87 O 6.4634 1.4549 -4.2613  C86 1.441, C88 1.434
88 C 5.8334 0.1896 -4.0211  O87 1.434, C89 1.522, H95 1.099, H96 1.094
89 C 5.2327 0.2681 -2.6244  C88 1.522, C90 1.509, N91 1.479, H97 1.093
90 C 6.2994 0.5716 -1.6008  C89 1.509, H98 1.098, H99 1.087, H100 1.093
91 N 4.5074 -0.9850 -2.3229  C89 1.479, H101 1.021, H102 1.018
92 H 7.3402 2.5354 -5.6666  C86 1.088
93 H 5.7462 1.9585 -6.0775  C86 1.094
94 H 7.1158 0.7760 -6.1752  C86 1.087
95 H 4.9737 0.1547 -4.7046  C88 1.099
96 H 6.5696 -0.5906 -4.2358  C88 1.094
97 H 4.4518 1.0309 -2.6822  C89 1.093
98 H 5.7483 0.7719 -0.6727  C90 1.098
99 H 6.9336 1.4378 -1.7687  C90 1.087
100 H 6.9253 -0.3143 -1.4680  C90 1.093
101 H 5.2030 -1.7245 -2.4296  N91 1.021
102 H 4.3054 -0.9726 -1.3254  N91 1.018
103 C 5.0811 4.3285 8.3340  O104 1.415, H109 1.095, H110 1.093, H111 1.093
104 O 5.0422 3.3531 7.3096  C103 1.415, C105 1.422
105 C 3.8328 3.4577 6.5692  O104 1.422, C106 1.521, H112 1.096, H113 1.099
106 C 3.8638 2.4307 5.4472  C105 1.521, C107 1.525, N108 1.502, H114 1.092
107 C 4.9940 2.6603 4.4494  C106 1.525, H115 1.095, H116 1.095, H117 1.088
108 N 2.5641 2.5285 4.7003  C106 1.502, H118 1.025, H119 1.015
109 H 4.5379 3.8889 9.1765  C103 1.095
110 H 4.7379 5.3350 8.0804  C103 1.093
111 H 6.1039 4.4985 8.6796  C103 1.093
112 H 2.9550 3.3481 7.2167  C105 1.096
113 H 3.6803 4.4695 6.1674  C105 1.099
114 H 3.8705 1.3975 5.7996  C106 1.092
115 H 5.9703 2.5674 4.9371  C107 1.095
116 H 4.9831 3.7064 4.1250  C107 1.095
117 H 4.9030 2.0593 3.5473  C107 1.088
118 H 2.6223 3.2801 4.0061  N108 1.025
119 H 2.5732 1.6301 4.2292  N108 1.015
120 C -8.6462 3.9955 0.8102  O121 1.411, H126 1.097, H127 1.094, H128 1.094
121 O -7.3611 4.1269 0.2425  C120 1.411, C122 1.435
122 C -6.3132 3.3790 0.8769  O121 1.435, C123 1.536, H129 1.100, H130 1.094
123 C -5.0802 3.5249 -0.0278  C122 1.536, C124 1.522, N125 1.461, H131 1.095
124 C -3.8618 2.8995 0.6367  C123 1.522, H132 1.091, H133 1.090, H134 1.094
125 N -4.8171 4.8753 -0.5209  C123 1.461, H135 1.026, H136 1.023
126 H -9.2827 4.3484 -0.0104  C120 1.097
127 H -8.7706 4.7065 1.6319  C120 1.094
128 H -9.0950 3.0285 1.0547  C120 1.094
129 H -6.2235 3.7906 1.8928  C122 1.100
130 H -6.6557 2.3449 0.9821  C122 1.094
131 H -5.3541 2.8954 -0.8812  C123 1.095
132 H -3.7476 3.3033 1.6440  C124 1.091
133 H -2.9600 2.9769 0.0299  C124 1.090
134 H -4.0000 1.8154 0.6880  C124 1.094
135 H -4.7583 5.4574 0.3215  N125 1.026
136 H -5.7164 5.2110 -0.8734  N125 1.023
137 C 4.6216 -5.9615 -0.3203  O138 1.395, H143 1.098, H144 1.090, H145 1.099
138 O 4.1242 -4.7455 -0.7907  C137 1.395, C139 1.433
139 C 2.8751 -4.8296 -1.4879  O138 1.433, C140 1.517, H146 1.096, H147 1.099
140 C 1.9695 -3.6399 -1.2308  C139 1.517, C141 1.515, N142 1.452, H148 1.096
141 C 1.2593 -3.7483 0.1035  C140 1.515, H149 1.097, H150 1.090, H151 1.091
142 N 0.9397 -3.5051 -2.2451  C140 1.452, H152 1.019, H153 1.018
143 H 3.9318 -6.3892 0.4197  C137 1.098
144 H 5.5842 -5.7887 0.1613  C137 1.090
145 H 4.7841 -6.7155 -1.1026  C137 1.099
146 H 3.2028 -4.9236 -2.5297  C139 1.096
147 H 2.3213 -5.7574 -1.2874  C139 1.099
148 H 2.6464 -2.7808 -1.2935  C140 1.096
149 H 1.9469 -3.7807 0.9580  C141 1.097
150 H 0.6804 -4.6687 0.1748  C141 1.090
151 H 0.7877 -2.7852 0.3035  C141 1.091
152 H 0.3783 -4.3549 -2.2219  N142 1.019
153 H 1.3485 -3.5185 -3.1769  N142 1.018

The net charge is 0. For the HOMO-LUMO gap, the calculation gives 9.4534 eV. For the energy relative to the best compared isomer or geometry (same formula, charge and spin), the calculation gives 67.06 kcal/mol. Its calculated total energy is -70769.402 eV. As for the SMILES: COC[C@H](C)N.COC[C@H](C)N.COC[C@H](C)N.COC[C@H](C)N.COC[C@H](C)N.COC[C@H](C)N.COC[C@H](C)N.COC[C@H](C)N.COC[C@H](C)N.

Atom charges from the Mulliken analysis, given in e for atoms 1 to 99:
1. C -0.75
2. O -0.31
3. C -0.77
4. C 0.59
5. C -1.44
6. N -0.77
7. H 0.32
8. H 0.26
9. H 0.28
10. H 0.33
11. H 0.42
12. H 0.20
13. H 0.32
14. H 0.30
15. H 0.32
16. H 0.36
17. H 0.29
18. C -0.91
19. O -0.24
20. C -0.05
21. C 1.46
22. C -1.74
23. N -0.49
24. H 0.27
25. H 0.29
26. H 0.31
27. H -0.70
28. H 0.52
29. H -0.18
30. H 0.34
31. H 0.36
32. H 0.30
33. H 0.10
34. H 0.26
35. C -0.05
36. O -0.40
37. C -0.53
38. C 0.41
39. C -1.41
40. N -0.74
41. H -0.03
42. H -0.01
43. H 0.28
44. H 0.23
45. H 0.38
46. H 0.23
47. H 0.33
48. H 0.40
49. H 0.34
50. H 0.29
51. H 0.28
52. C -0.73
53. O -0.36
54. C -0.92
55. C 0.65
56. C -1.73
57. N -0.49
58. H 0.28
59. H 0.28
60. H 0.31
61. H 0.38
62. H 0.50
63. H 0.27
64. H 0.36
65. H 0.26
66. H 0.51
67. H 0.18
68. H 0.25
69. C -0.94
70. O -0.12
71. C -1.10
72. C 1.26
73. C -1.50
74. N -0.50
75. H 0.32
76. H 0.35
77. H 0.32
78. H 0.49
79. H 0.40
80. H -0.24
81. H 0.35
82. H 0.33
83. H 0.41
84. H 0.07
85. H 0.27
86. C -0.77
87. O -0.32
88. C -0.76
89. C 0.25
90. C -1.32
91. N -0.43
92. H 0.25
93. H 0.31
94. H 0.30
95. H 0.40
96. H 0.40
97. H 0.23
98. H 0.34
99. H 0.36

=====

C8H8ClN3O | the ωB97M-V functional and the def2-TZVPD basis

Bonds (Å) are listed after each position.
Geometry (Å):
1 Cl 0.5658 -2.4346 0.0497  C2 1.854
2 C -0.0052 -0.7052 0.3951  Cl1 1.854, C3 1.538, C7 1.458, O13 1.439
3 C -0.2133 -0.4084 1.8901  C2 1.538, C4 1.533, H14 1.050, H15 1.118
4 C -0.5107 1.0595 2.2152  C3 1.533, C5 1.504, H16 1.014, H17 1.052
5 C 0.4204 1.9351 1.4220  C4 1.504, C6 1.316, H18 1.176
6 C 1.1538 1.5087 0.4155  C5 1.316, C7 1.491, H19 1.104
7 C 0.8505 0.2414 -0.3096  C2 1.458, C6 1.491, N8 1.278
8 N 1.4104 0.1108 -1.4514  C7 1.278, N9 1.300
9 N 1.2925 -0.8861 -2.2778  N8 1.300, C10 1.270
10 C 0.2153 -1.3317 -2.7826  N9 1.270, C11 1.496, H20 1.116
11 C -1.1930 -0.9327 -2.4746  C10 1.496, N12 1.266, H21 1.080
12 N -1.8224 -0.6593 -1.4113  C11 1.266, O13 1.395
13 O -1.3450 -0.5481 -0.1055  C2 1.439, N12 1.395
14 H -0.9709 -1.0731 2.1849  C3 1.050
15 H 0.8633 -0.5804 2.1376  C3 1.118
16 H -0.3079 1.2912 3.1808  C4 1.014
17 H -1.5008 1.3495 2.0078  C4 1.052
18 H 0.8077 2.9636 1.8419  C5 1.176
19 H 1.9090 2.2368 0.0707  C6 1.104
20 H 0.0695 -2.1094 -3.5694  C10 1.116
21 H -1.6892 -1.0276 -3.4293  C11 1.080

The net charge is 0. For the HOMO-LUMO gap, the calculation gives 8.7712 eV. For the energy relative to the best compared isomer or geometry (same formula, charge and spin), the calculation gives 110.02 kcal/mol. Its calculated total energy is -27460.337 eV. As for the SMILES: Cl[C@@]12CCC=C/C1=N/N=C\C=N/O2.

Electronic structure analysis, Mulliken charges in units of e:
1. Cl -0.14
2. C 0.98
3. C -1.08
4. C -0.72
5. C -0.33
6. C -0.49
7. C 0.46
8. N -0.26
9. N -0.80
10. C 0.03
11. C 0.09
12. N -0.49
13. O -0.12
14. H 0.39
15. H 0.42
16. H 0.48
17. H 0.35
18. H 0.22
19. H 0.36
20. H 0.30
21. H 0.36

=====

C6H16O | the ωB97M-V functional and the def2-TZVPD basis

Bonds (Å) are listed after each position.
Geometry (Å):
1 C -0.2826 2.8124 1.3359  C2 1.521, H7 1.095, H8 1.080, H9 1.084
2 C -0.5109 1.3084 1.3234  C1 1.521, C3 1.529, H10 1.095, H11 1.095
3 C -0.7583 0.7312 -0.0705  C2 1.529, C4 1.507, H12 1.097, H13 1.083
4 C 0.4319 0.8045 -0.9914  C3 1.507, C5 1.543, C6 1.538, H14 1.088
5 C 0.0791 0.2028 -2.3672  C4 1.543, H15 1.097, H16 1.076, H17 1.083
6 C 1.6864 0.0851 -0.4675  C4 1.538, H18 1.093, H19 1.087, H20 1.101
7 H 0.0882 3.1872 2.2957  C1 1.095
8 H -1.2051 3.3610 1.2172  C1 1.080
9 H 0.3816 3.1241 0.5377  C1 1.084
10 H 0.3739 0.8312 1.7565  C2 1.095
11 H -1.3409 1.0336 1.9820  C2 1.095
12 H -1.2299 -0.2477 0.0845  C3 1.097
13 H -1.5655 1.2462 -0.5758  C3 1.083
14 H 0.7065 1.8292 -1.2328  C4 1.088
15 H -0.3639 -0.7928 -2.2396  C5 1.097
16 H -0.6903 0.7894 -2.8372  C5 1.076
17 H 0.9562 0.1071 -2.9946  C5 1.083
18 H 2.1977 0.6151 0.3401  C6 1.093
19 H 2.3510 -0.2196 -1.2716  C6 1.087
20 H 1.3873 -0.8861 -0.0425  C6 1.101
21 O -0.8633 -6.6747 1.7673  H22 0.954, H23 0.964
22 H -0.4188 -7.2281 1.1302  O21 0.954
23 H -1.4103 -6.0194 1.3203  O21 0.964

The net charge is 0. For the HOMO-LUMO gap, the calculation gives 11.8280 eV. For the energy relative to the best compared isomer or geometry (same formula, charge and spin), the calculation gives 7.32 kcal/mol. Its calculated total energy is -8528.916 eV. As for the SMILES: CCCC(C)C.O.

Electronic structure analysis, Mulliken charges in units of e:
1. C -1.16
2. C -0.43
3. C -0.85
4. C 1.01
5. C -1.69
6. C -1.54
7. H 0.34
8. H 0.32
9. H 0.29
10. H 0.27
11. H 0.34
12. H 0.36
13. H 0.39
14. H 0.13
15. H 0.34
16. H 0.40
17. H 0.43
18. H 0.32
19. H 0.43
20. H 0.32
21. O -0.64
22. H 0.32
23. H 0.32

=====

C3H3OP | the ωB97M-V functional and the def2-TZVPD basis

Bonds (Å) are listed after each position.
Geometry (Å):
1 C 0.5799 -0.3442 -0.1752  C2 1.218
2 C 0.2045 -0.0310 0.9404  C1 1.218, P5 1.765
3 C 0.2086 -0.9430 -2.3124  O4 1.152, H6 1.117
4 O 0.9744 -0.5846 -3.0951  C3 1.152
5 P 0.0974 0.7668 2.5111  C2 1.765, H7 1.433, H8 1.585
6 H -0.5764 -1.6974 -2.0617  C3 1.117
7 H -1.3294 0.6807 2.4057  P5 1.433
8 H -0.1590 2.1528 1.7872  P5 1.585

The net charge is 0. For the HOMO-LUMO gap, the calculation gives 8.3264 eV. For the energy relative to the best compared isomer or geometry (same formula, charge and spin), the calculation gives 123.07 kcal/mol. Its calculated total energy is -14489.685 eV.

Electronic structure analysis, Mulliken charges in units of e:
1. C -0.28
2. C -0.06
3. C 0.34
4. O -0.23
5. P -0.19
6. H 0.32
7. H 0.05
8. H 0.05